# 1
Molecular formula: C5H13NO2
Method: DFT, ωB97M-V/def2-TZVPD

Computed properties:
Multiplicity: 1
Net charge: 0
SMILES: NCCCCC=O.O
Energy above the lowest of the compared OMol25 structures with the same formula, charge and spin in kJ/mol: 193.1
Maximum force in eV Å⁻¹: 1.628
E in Eh: -403.50305
Lowest unoccupied orbital energy in eV: 0.49
HOMO level in eV: -9.5
Frontier orbital gap in eV: 9.97

```
21
Properties=species:S:1:pos:R:3:forces:R:3
O -2.563 -1.105 -0.766 -0.2 0.2 0.3
C -1.680 -0.813 -0.003 0.7 -0.8 -0.6
C -0.219 -0.975 -0.339 1.2 1.0 0.4
C 0.641 -0.010 0.539 0.4 0.4 -0.7
C 0.231 1.462 0.622 -0.6 0.4 -1.3
C 0.241 2.133 -0.786 -0.1 -0.4 -0.2
N 1.495 2.756 -1.231 0.2 0.3 1.2
H -1.851 -0.338 0.976 -0.4 -0.1 0.2
H -0.064 -0.844 -1.410 -0.3 0.4 -0.1
H 0.312 -1.912 -0.155 -1.1 -0.4 0.3
H 0.782 -0.474 1.516 -0.1 0.1 0.0
H 1.625 0.044 0.064 0.2 -0.4 0.2
H -0.786 1.609 0.984 0.0 -0.1 0.4
H 0.915 2.046 1.237 0.0 -0.2 0.3
H -0.004 1.399 -1.550 0.0 -0.3 0.0
H -0.576 2.849 -0.888 0.2 0.3 0.3
H 1.784 3.403 -0.488 -0.3 0.2 -0.4
H 2.242 2.078 -1.150 0.1 -0.4 -0.4
H 1.588 -3.549 0.926 -0.8 -0.4 0.9
H 0.442 -3.618 2.132 0.9 -0.2 -0.9
O 1.017 -3.077 1.559 0.1 0.4 0.2
```
Positions in Å, forces in eV/Å.

***

# 2
Molecular formula: C5H13NO2
Method: DFT, ωB97M-V/def2-TZVPD

Computed properties:
Multiplicity: 1
Net charge: 0
SMILES: C/C=C/C=C/N.O.O
Energy above the lowest of the compared OMol25 structures with the same formula, charge and spin in kJ/mol: 326.1
Maximum force in eV Å⁻¹: 4.755
E in Eh: -403.45240
Lowest unoccupied orbital energy in eV: 0.60
HOMO level in eV: -7.5
Frontier orbital gap in eV: 8.08

```
21
Properties=species:S:1:pos:R:3:forces:R:3
N 0.397 -1.863 -1.940 -2.4 2.2 1.6
C -0.114 -1.068 -0.834 -0.7 1.0 -1.3
C -0.801 0.114 -1.083 1.3 -2.6 -2.0
C -1.355 0.962 -0.132 -0.9 2.6 3.9
C -1.589 2.308 -0.314 -0.5 -3.9 2.2
C -2.270 3.003 0.818 0.2 0.6 -0.4
H 1.148 -2.418 -1.654 0.9 -1.2 -0.7
H 0.052 -1.670 -2.904 1.0 -0.4 1.5
H 0.058 -1.449 0.253 -0.3 0.6 -2.2
H -1.034 0.509 -2.134 0.9 -1.1 1.2
H -1.519 0.590 1.002 0.2 0.5 -2.7
H -1.280 2.769 -1.183 0.3 1.0 -1.8
H -1.675 2.781 1.699 0.2 0.7 0.4
H -2.389 4.078 0.586 0.0 -0.5 0.7
H -3.216 2.518 1.047 -0.4 0.3 -0.3
H 2.643 -1.475 -0.449 0.5 0.1 0.5
H 2.702 -0.359 0.584 0.7 -1.5 -0.1
O 3.059 -1.281 0.416 -1.1 1.9 -0.9
H 1.940 -2.361 1.518 0.4 0.7 -1.0
H 3.104 -2.836 2.415 -0.8 0.2 -0.4
O 2.138 -2.852 2.291 0.3 -1.4 2.0
```
Positions in Å, forces in eV/Å.

***

# 3
Molecular formula: C5H13NO2
Method: DFT, ωB97M-V/def2-TZVPD

Computed properties:
Multiplicity: 1
Net charge: 0
Energy above the lowest of the compared OMol25 structures with the same formula, charge and spin in kJ/mol: 240.6
Maximum force in eV Å⁻¹: 3.211
E in Eh: -403.48498
Lowest unoccupied orbital energy in eV: 0.79
HOMO level in eV: -8.7
Frontier orbital gap in eV: 9.53

```
21
Properties=species:S:1:pos:R:3:forces:R:3
C -1.313 0.328 0.581 2.0 -1.7 -0.1
C 0.073 -1.767 0.626 -0.1 0.0 0.1
C 1.182 0.351 0.933 0.0 0.1 0.0
C -1.435 1.680 -0.007 1.6 0.4 -2.7
N 0.113 -0.362 0.237 -1.5 0.7 0.8
H -1.357 0.308 1.677 -0.1 -0.2 -0.1
H -2.030 -0.377 0.160 -0.1 0.0 0.1
H -0.148 -1.873 1.694 0.0 0.0 0.0
H -0.705 -2.274 0.057 0.0 0.0 0.0
H 2.131 -0.166 0.789 0.0 0.0 -0.1
H 0.985 0.402 2.010 0.0 0.0 -0.1
H 1.265 1.354 0.518 0.0 0.0 0.0
H 1.029 -2.241 0.409 0.0 0.1 0.0
H -0.744 1.620 -1.040 -2.0 0.5 2.4
H -2.465 1.915 -0.267 0.0 0.1 0.2
H -0.989 2.456 0.610 -0.2 0.1 0.1
C 0.451 -0.217 -1.602 -0.4 1.6 -0.8
O 1.565 -0.986 -1.795 0.3 -0.3 0.3
O 0.508 1.023 -1.831 0.9 -1.3 -0.4
H 2.318 -0.379 -1.851 -0.2 0.1 0.0
H -0.434 -0.793 -1.910 0.0 -0.1 0.2
```
Positions in Å, forces in eV/Å.

***

# 4
Molecular formula: C5H13NO2
Method: DFT, ωB97M-V/def2-TZVPD

Computed properties:
Multiplicity: 1
Net charge: 0
SMILES: CCN(C=O)CC.O
Energy above the lowest of the compared OMol25 structures with the same formula, charge and spin in kJ/mol: 119.6
Maximum force in eV Å⁻¹: 3.551
E in Eh: -403.53106
Lowest unoccupied orbital energy in eV: 0.87
HOMO level in eV: -9.3
Frontier orbital gap in eV: 10.15

```
21
Properties=species:S:1:pos:R:3:forces:R:3
O 0.129 3.007 1.682 -0.2 0.2 -0.4
C -0.679 3.119 0.766 1.2 0.3 1.7
N -1.309 2.088 0.225 -2.3 -1.1 -2.4
C 0.000 0.000 0.000 -0.1 0.2 -0.4
C -1.643 2.900 -2.086 1.0 0.2 -1.8
C -1.210 0.705 0.649 1.8 -0.4 1.7
C -2.273 2.381 -0.874 -1.1 0.4 2.1
H -0.946 4.128 0.367 0.0 -0.6 0.0
H 0.912 0.557 0.273 -0.3 -0.3 -0.2
H -0.107 0.018 -1.098 0.2 -0.1 0.3
H 0.117 -1.048 0.325 -0.2 0.4 -0.1
H -2.413 3.170 -2.828 0.3 -0.1 0.2
H -1.022 2.089 -2.502 0.0 0.5 -0.2
H -1.001 3.779 -1.908 -0.3 -0.4 -0.1
H -2.131 0.095 0.570 0.2 0.9 -0.3
H -0.942 0.773 1.720 -0.4 -0.2 -0.3
H -2.898 1.505 -1.130 0.5 0.3 0.5
H -2.935 3.148 -0.428 -0.2 -0.4 -0.5
O 2.835 8.545 -5.151 0.6 -0.9 -0.6
H 2.992 7.612 -4.880 -0.1 1.0 -0.3
H 3.282 8.629 -6.023 -0.5 -0.1 0.9
```
Positions in Å, forces in eV/Å.

***

# 5
Molecular formula: C5H13NO2
Method: DFT, ωB97M-V/def2-TZVPD

Computed properties:
Multiplicity: 1
Net charge: 0
SMILES: CC(C)(O)[C@](C)(N)O
Energy above the lowest of the compared OMol25 structures with the same formula, charge and spin in kJ/mol: 176.7
Maximum force in eV Å⁻¹: 5.443
E in Eh: -403.50929
Lowest unoccupied orbital energy in eV: 0.77
HOMO level in eV: -9.1
Frontier orbital gap in eV: 9.85

```
21
Properties=species:S:1:pos:R:3:forces:R:3
C 0.586 0.364 -0.585 2.1 1.8 3.8
C -0.237 -0.456 0.372 -3.3 -3.1 -3.0
C 1.463 1.268 0.607 -0.4 -0.2 -2.5
C -1.196 0.304 1.264 0.0 0.2 0.5
C -1.202 -1.488 -0.626 1.3 1.4 1.5
N -0.119 1.240 -1.414 -0.4 0.5 0.2
O 1.482 -0.414 -1.322 0.4 -0.5 -0.2
O 0.595 -1.334 1.112 0.1 -0.1 0.0
H 2.053 -0.875 -0.692 0.0 0.1 -0.1
H 0.653 -2.154 0.604 0.0 0.2 0.2
H -0.971 0.900 -1.834 0.3 -0.1 -0.2
H 0.481 1.789 -2.014 -0.3 -0.2 -0.1
H 0.888 2.166 0.810 0.0 0.1 0.0
H 1.733 0.777 1.537 -0.3 -0.5 -0.2
H 2.393 1.535 0.107 0.1 0.3 0.0
H -2.181 -0.157 1.297 0.0 -0.3 0.0
H -1.369 1.335 0.970 0.3 0.0 -0.2
H -0.821 0.310 2.284 0.1 0.0 0.1
H -1.679 -2.231 0.013 -0.1 0.1 0.1
H -1.964 -0.885 -1.115 -0.1 -0.1 0.0
H -0.589 -1.993 -1.372 0.1 0.1 0.0
```
Positions in Å, forces in eV/Å.

***

# 6
Molecular formula: C5H13NO2
Method: DFT, ωB97M-V/def2-TZVPD

Computed properties:
Multiplicity: 1
Net charge: 0
SMILES: C=N/C=C/CC.O.O
Energy above the lowest of the compared OMol25 structures with the same formula, charge and spin in kJ/mol: 508.6
Maximum force in eV Å⁻¹: 5.879
E in Eh: -403.38288
Lowest unoccupied orbital energy in eV: 0.91
HOMO level in eV: -8.8
Frontier orbital gap in eV: 9.72

```
21
Properties=species:S:1:pos:R:3:forces:R:3
C -0.275 -2.455 -1.433 1.7 0.9 -2.3
C 0.009 -1.000 -2.098 -3.3 -1.9 2.7
C 0.865 -0.195 -1.242 -2.8 0.5 0.7
C 0.235 0.392 -0.222 3.1 1.0 0.2
N 1.160 1.207 0.628 -0.9 -1.6 2.5
C 1.758 0.623 1.618 0.2 -1.1 1.0
H -1.343 -2.654 -1.401 0.2 -0.2 0.6
H 0.378 -2.642 -0.589 -0.5 0.1 0.0
H 0.197 -3.029 -2.213 -0.3 -1.2 -0.2
H -1.047 -0.639 -2.078 1.0 0.6 -0.5
H 0.257 -1.258 -3.056 1.0 0.2 -2.5
H 1.878 -0.032 -1.380 1.9 0.0 -0.3
H -0.867 0.411 -0.170 0.8 0.3 0.6
H 2.358 1.005 2.470 0.0 2.2 -1.4
H 1.901 -0.433 2.078 -1.7 0.2 -2.3
H -2.038 4.324 1.652 -0.3 -0.2 1.6
H -3.213 3.757 0.727 -4.6 -2.3 0.6
O -2.430 4.150 0.826 4.8 2.5 -2.2
H -0.064 -1.755 0.853 0.3 1.1 -0.8
H -0.414 -3.235 0.886 -0.1 0.2 0.2
O -0.278 -2.457 1.434 -0.4 -1.2 1.7
```
Positions in Å, forces in eV/Å.

***

# 7
Molecular formula: C5H13NO2
Method: DFT, ωB97M-V/def2-TZVPD

Computed properties:
Multiplicity: 1
Net charge: 0
SMILES: CC(C)(O)C[C@@H](N)O
Energy above the lowest of the compared OMol25 structures with the same formula, charge and spin in kJ/mol: 104.1
Maximum force in eV Å⁻¹: 2.309
E in Eh: -403.53697
Lowest unoccupied orbital energy in eV: 0.81
HOMO level in eV: -9.1
Frontier orbital gap in eV: 9.91

```
21
Properties=species:S:1:pos:R:3:forces:R:3
C -0.613 0.042 -0.500 -2.2 0.4 -0.3
C 1.152 -0.539 1.376 -1.4 0.2 0.2
C -0.378 -0.383 0.939 2.0 -0.1 0.3
C 0.077 1.336 -0.919 0.1 0.1 -0.1
C -2.205 0.214 -0.657 1.2 -0.1 0.0
N 2.004 -1.263 0.472 -0.2 -0.6 -0.8
O -0.211 -1.013 -1.370 0.0 -0.2 -0.4
O 1.743 0.719 1.590 0.3 0.3 0.2
H -0.406 -0.740 -2.283 0.1 -0.1 0.5
H 2.656 0.509 1.857 -0.4 0.3 -0.1
H 1.141 -1.065 2.338 -0.2 -0.2 0.0
H 1.416 -1.924 -0.046 0.5 0.0 0.2
H 2.309 -0.614 -0.252 -0.1 0.0 0.1
H -0.839 0.340 1.621 0.0 -0.1 -0.1
H -0.834 -1.368 1.098 0.0 0.2 0.0
H -0.124 2.144 -0.210 0.1 -0.1 -0.1
H -0.278 1.657 -1.905 -0.2 -0.1 0.1
H 1.158 1.202 -1.021 -0.1 0.0 0.3
H -2.753 -0.627 -0.218 0.3 0.1 0.1
H -2.545 1.143 -0.191 0.1 -0.1 0.0
H -2.471 0.230 -1.719 0.1 0.2 0.0
```
Positions in Å, forces in eV/Å.

***

# 8
Molecular formula: C5H13NO2
Method: DFT, ωB97M-V/def2-TZVPD

Computed properties:
Multiplicity: 1
Net charge: 0
SMILES: CC(C)[C@H](N)C=O.O
Energy above the lowest of the compared OMol25 structures with the same formula, charge and spin in kJ/mol: 140.3
Maximum force in eV Å⁻¹: 1.216
E in Eh: -403.52317
Lowest unoccupied orbital energy in eV: 0.75
HOMO level in eV: -9.8
Frontier orbital gap in eV: 10.56

```
21
Properties=species:S:1:pos:R:3:forces:R:3
O 2.412 0.019 0.736 0.0 0.3 -0.1
C 1.864 -0.716 -0.046 0.3 -0.2 0.4
C 0.549 -0.394 -0.709 -0.9 0.0 -0.5
C -0.502 -0.050 0.375 0.5 -0.4 0.2
C -1.728 0.683 -0.149 0.0 0.2 -0.4
C -0.875 -1.245 1.263 -0.3 0.4 0.4
N 0.179 -1.480 -1.637 -1.1 0.4 -0.4
H 2.308 -1.709 -0.238 -0.2 0.0 -0.3
H 0.621 0.523 -1.304 0.5 0.0 0.1
H 0.033 0.617 1.047 0.1 0.3 0.0
H -2.499 0.001 -0.497 -0.1 -0.2 0.0
H -2.144 1.294 0.651 -0.2 -0.1 0.0
H -1.516 1.366 -0.985 0.2 -0.2 0.3
H -1.225 -2.142 0.740 0.1 0.2 0.0
H -1.688 -0.897 1.910 0.0 -0.3 0.0
H -0.053 -1.507 1.938 0.0 -0.1 -0.3
H -0.264 -1.080 -2.472 0.7 0.0 0.2
H -0.642 -1.948 -1.267 0.2 -0.5 0.4
H 1.766 3.269 0.943 0.1 -0.7 0.0
H 1.747 2.244 -0.296 0.2 -0.1 0.9
O 1.658 3.154 -0.001 -0.3 0.8 -0.8
```
Positions in Å, forces in eV/Å.

***

# 9
Molecular formula: C5H13NO2
Method: DFT, ωB97M-V/def2-TZVPD

Computed properties:
Multiplicity: 1
Net charge: 0
SMILES: C=C(C)O.CNCO
Energy above the lowest of the compared OMol25 structures with the same formula, charge and spin in kJ/mol: 221.1
Maximum force in eV Å⁻¹: 3.146
E in Eh: -403.49241
Lowest unoccupied orbital energy in eV: 0.75
HOMO level in eV: -8.8
Frontier orbital gap in eV: 9.55

```
21
Properties=species:S:1:pos:R:3:forces:R:3
C 1.566 -0.414 1.667 0.5 1.7 -2.6
C 1.721 -0.496 0.302 0.4 -1.0 2.7
O 2.158 0.567 -0.474 -0.1 -0.8 0.0
C 1.575 -1.816 -0.404 -0.3 0.2 -0.4
H 1.336 -1.279 2.251 -0.2 -0.3 0.1
H 1.666 0.571 2.155 0.0 -0.7 -0.2
H 2.480 0.174 -1.302 -0.1 0.3 0.2
H 1.224 -2.595 0.284 0.4 0.2 -0.1
H 0.792 -1.711 -1.161 0.0 0.0 -0.1
H 2.498 -2.137 -0.922 -0.3 0.1 0.4
C -2.634 -0.159 -0.041 0.4 -0.8 -1.0
N -1.429 0.406 -0.652 0.3 -0.1 0.5
C -0.934 1.609 0.038 0.0 -0.9 0.2
O -0.003 2.284 -0.742 -0.9 1.3 -0.6
H -2.492 -0.602 0.941 0.5 0.0 0.1
H -2.973 -0.957 -0.717 0.0 0.1 0.3
H -3.439 0.540 0.043 -0.7 0.8 0.1
H -1.649 0.660 -1.610 0.1 0.1 0.1
H -1.812 2.241 0.252 0.5 0.4 -0.1
H -0.451 1.327 0.994 -0.5 -0.2 -0.3
H 0.799 1.788 -0.902 0.1 -0.6 0.5
```
Positions in Å, forces in eV/Å.

***

# 10
Molecular formula: C5H13NO2
Method: DFT, ωB97M-V/def2-TZVPD

Computed properties:
Multiplicity: 1
Net charge: 0
SMILES: CCCNCC=O.O
Energy above the lowest of the compared OMol25 structures with the same formula, charge and spin in kJ/mol: 205.0
Maximum force in eV Å⁻¹: 2.514
E in Eh: -403.49854
Lowest unoccupied orbital energy in eV: 0.89
HOMO level in eV: -9.2
Frontier orbital gap in eV: 10.13

```
21
Properties=species:S:1:pos:R:3:forces:R:3
C 1.319 0.781 1.365 1.9 0.4 1.6
C 2.462 0.172 0.523 -0.7 0.5 -1.1
C 0.524 1.884 0.692 0.0 0.2 -0.5
N -0.034 1.413 -0.590 -0.4 0.0 0.7
C -0.857 0.221 -0.516 0.4 -1.0 -1.7
C -0.604 -0.601 -1.813 -0.6 1.3 0.0
O -1.162 -1.610 -2.139 0.1 -0.3 0.3
H 1.933 1.181 2.209 -1.1 0.4 -0.3
H 0.692 0.039 1.877 0.0 0.0 -0.5
H 3.442 0.249 0.954 0.3 0.2 0.7
H 2.555 0.726 -0.432 -0.3 -0.6 0.2
H 2.305 -0.878 0.357 -0.1 -0.5 -0.5
H 1.174 2.719 0.416 0.2 -0.1 0.1
H -0.217 2.330 1.373 -0.1 -0.4 0.0
H -0.514 2.166 -1.063 0.0 0.0 0.0
H -1.950 0.326 -0.531 0.1 0.3 0.5
H -0.532 -0.438 0.276 -0.2 0.0 0.5
H 0.031 -0.005 -2.502 0.3 -0.4 -0.1
H -4.145 -3.964 -0.459 0.0 -0.2 -0.8
H -2.797 -3.200 -0.183 -0.1 -0.1 -0.5
O -3.625 -3.510 0.189 0.2 0.4 1.2
```
Positions in Å, forces in eV/Å.

***

# 11
Molecular formula: C5H13NO2
Method: DFT, ωB97M-V/def2-TZVPD

Computed properties:
Multiplicity: 1
Net charge: 0
SMILES: CCC(=O)N(C)C.O
Energy above the lowest of the compared OMol25 structures with the same formula, charge and spin in kJ/mol: 156.2
Maximum force in eV Å⁻¹: 3.331
E in Eh: -403.51711
Lowest unoccupied orbital energy in eV: 0.64
HOMO level in eV: -9.2
Frontier orbital gap in eV: 9.88

```
21
Properties=species:S:1:pos:R:3:forces:R:3
C 0.299 -1.639 -0.759 1.0 -0.1 1.7
C 1.292 -2.787 -0.889 -1.1 -1.9 -0.5
C 0.989 -0.514 0.026 -1.0 2.9 -1.2
N 0.135 0.505 0.535 0.1 -1.8 0.2
C 0.840 1.588 1.218 -0.6 0.1 -0.9
C -1.277 0.330 0.905 0.0 1.1 -0.1
O 2.175 -0.273 0.082 0.4 -1.1 0.0
H -0.067 -1.454 -1.772 -0.1 0.9 0.4
H -0.515 -1.760 -0.033 -0.2 -1.3 -0.9
H 2.199 -2.500 -1.404 0.2 0.2 0.3
H 0.860 -3.619 -1.484 -0.1 0.7 -0.2
H 1.468 -3.363 0.015 0.5 0.7 0.5
H 1.442 2.114 0.470 0.6 -0.4 0.5
H 1.374 1.206 2.092 0.2 0.4 -0.2
H 0.110 2.344 1.477 -0.4 0.0 0.6
H -1.772 1.239 0.557 -0.4 -0.3 0.1
H -1.481 0.333 1.978 0.5 -0.2 0.2
H -1.801 -0.524 0.491 0.3 0.0 -0.3
H -1.663 2.405 -0.787 -0.3 0.0 -0.1
H -2.126 3.518 -1.664 -0.4 -0.1 0.1
O -2.481 2.852 -1.054 0.8 0.2 -0.3
```
Positions in Å, forces in eV/Å.

***

# 12
Molecular formula: C5H13NO2
Method: DFT, ωB97M-V/def2-TZVPD

Computed properties:
Multiplicity: 1
Net charge: 0
Energy above the lowest of the compared OMol25 structures with the same formula, charge and spin in kJ/mol: 349.8
Maximum force in eV Å⁻¹: 6.599
E in Eh: -403.44337
Lowest unoccupied orbital energy in eV: 0.85
HOMO level in eV: -7.7
Frontier orbital gap in eV: 8.60

```
21
Properties=species:S:1:pos:R:3:forces:R:3
C 0.257 0.235 1.792 -0.5 1.1 -2.0
C 0.368 -0.868 -0.591 -2.4 1.0 -4.7
C -0.251 0.328 -0.058 1.3 0.2 6.5
C -1.756 0.467 -0.031 0.1 0.0 -0.1
C -0.340 -0.403 -2.305 1.5 -2.3 1.2
N 1.746 -0.929 -0.680 1.1 0.1 0.0
O 1.673 0.357 1.790 -0.1 0.0 0.0
O -0.305 1.298 2.523 -0.1 -0.2 -0.1
H -0.189 2.108 2.011 0.1 -0.1 0.1
H 1.991 0.497 2.693 -0.2 0.0 -0.1
H -0.055 -0.674 2.322 -0.1 0.0 -0.4
H -0.136 -1.802 -0.327 -0.1 0.2 -0.1
H 0.315 1.232 -0.265 -0.1 0.1 -0.4
H 2.123 -1.843 -0.883 0.0 0.2 0.2
H 2.263 -0.390 0.006 -0.1 -0.4 -0.1
H -2.083 0.960 0.883 0.1 0.1 0.0
H -2.244 -0.507 -0.056 0.0 0.0 -0.1
H -2.111 1.073 -0.862 -0.1 -0.1 -0.1
H -1.276 -0.943 -2.412 -0.2 0.2 -0.2
H -0.405 0.643 -2.594 -0.1 0.2 0.7
H 0.414 -0.840 -2.955 -0.1 -0.2 -0.2
```
Positions in Å, forces in eV/Å.